*P*
The following is a quantum chemistry calculation of a cluster of 2 separate species, C9H14 in total, from the OMol25 dataset.

Calculated values
Orbital gap   9.984 eV
HOMO energy   -8.998 eV

```
! wB97M-V def2-TZVPD RIJCOSX def2/J DEFGRID3
* xyz 0 1
C -2.29708 -0.72804 -0.19091
C -2.03336 -2.11920 -0.80359
H -1.52383 -0.03256 -0.53511
H -3.20826 -0.36905 -0.49483
H -2.08855 -0.77613 0.85023
H -2.16426 -2.06374 -1.88516
H -1.21638 -2.58093 -0.43439
H -2.87162 -2.92438 -0.67993
C 1.84742 -0.94263 -1.08009
C 1.04184 1.23888 2.09876
C 1.31651 0.13626 1.27443
C 0.52487 2.41648 1.58378
C 1.39763 0.19736 -0.15790
C 0.48070 2.36991 0.17901
C 1.13106 1.47755 -0.68303
H 1.05403 1.07241 3.19082
H 1.35451 -0.81237 1.85177
H 0.07379 3.28967 2.00574
H 0.00803 3.34020 -0.29735
H 3.01660 -1.00754 -1.36427
H 1.36502 -0.99769 -2.22556
H 1.23832 1.71587 -1.71464
H 1.55300 -1.90035 -0.48777
*
```

Atom charges from the natural (NBO) analysis, given in e for atoms 1 to 4: -0.607 -0.599 0.207 0.204

***

*Q*
The following is a quantum chemistry calculation of a cluster of 2 separate species, C9H14 in total, from the OMol25 dataset.

Calculated values
Orbital gap   9.901 eV
HOMO energy   -8.906 eV

```
! wB97M-V def2-TZVPD RIJCOSX def2/J DEFGRID3
* xyz 0 1
C 1.98588 -1.01494 -3.48314
C 1.32394 -0.13980 -2.40529
H 2.06591 -2.06650 -3.22601
H 1.40964 -0.90259 -4.40519
H 2.94986 -0.66920 -3.82881
H 0.36312 -0.57626 -2.14272
H 2.06586 -0.31564 -1.61340
H 1.28157 0.92006 -2.64027
C -0.09298 -0.75874 3.37702
C -0.45460 1.75144 0.49862
C 0.06640 0.97820 1.53367
C -1.60121 1.30199 -0.14686
C -0.57195 -0.08760 2.12270
C -2.29084 0.26898 0.52205
C -1.85530 -0.41757 1.62805
H -0.07226 2.69626 0.15847
H 1.06772 1.25018 1.84129
H -1.96056 1.64323 -1.10618
H -3.30936 0.22355 0.12473
H -0.62004 -0.25688 4.18728
H 0.99370 -0.74591 3.48611
H -2.36306 -1.27191 2.05221
H -0.38143 -1.81034 3.46568
*
```

Atom charges from the natural (NBO) analysis, given in e for atoms 1 to 4: -0.604 -0.610 0.204 0.192

***

*R*
The following is a quantum chemistry calculation of a cluster of 2 separate species, C9H14 in total, from the OMol25 dataset.

Calculated values
Orbital gap   10.024 eV
HOMO energy   -9.002 eV

```
! wB97M-V def2-TZVPD RIJCOSX def2/J DEFGRID3
* xyz 0 1
C -1.42832 -2.74579 1.77965
C -1.16650 -2.53005 3.31265
H -0.66111 -2.24307 1.20914
H -1.40207 -3.81008 1.55785
H -2.40428 -2.33179 1.54992
H -2.07486 -2.10824 3.72545
H -0.28408 -1.93037 3.50736
H -1.03499 -3.48726 3.80624
C 2.15852 0.73842 -2.89146
C -0.69683 2.04314 0.05645
C -0.92008 0.89061 -0.68159
C 0.50966 2.71125 -0.10885
C -0.05262 0.51647 -1.69853
C 1.39849 2.36028 -1.10775
C 1.14110 1.21174 -1.86812
H -1.47550 2.41403 0.71266
H -1.83258 0.32148 -0.54265
H 0.72953 3.54710 0.54702
H -0.08934 -0.45783 -2.16940
H 2.35418 2.84692 -1.25992
H 1.87038 1.09313 -3.86981
H 2.27166 -0.32707 -2.80965
H 3.08965 1.27697 -2.75666
*
```

Atom charges from the natural (NBO) analysis, given in e for atoms 1 to 4: -0.611 -0.611 0.207 0.203

***

*S*
The following is a quantum chemistry calculation of a cluster of 2 separate species, C9H14 in total, from the OMol25 dataset.

Calculated values
Orbital gap   10.117 eV
HOMO energy   -9.076 eV

```
! wB97M-V def2-TZVPD RIJCOSX def2/J DEFGRID3
* xyz 0 1
C -1.84300 1.64212 -0.78620
C 1.90500 1.46848 1.22029
C 1.04066 0.40883 1.35414
C 1.60466 2.57601 0.42170
C -0.23255 0.51723 0.78306
C 0.38634 2.61496 -0.22275
C -0.54779 1.59343 -0.01640
H 2.87625 1.44134 1.70886
H 1.34557 -0.41403 1.98321
H 2.39232 3.32018 0.36566
H -0.95735 -0.29473 0.82845
H 0.11198 3.48552 -0.80589
H -2.58331 0.96031 -0.37322
H -1.67573 1.38456 -1.82782
H -2.31852 2.62160 -0.74740
C -0.57415 -3.31311 0.03244
C 0.25430 -2.50829 -0.99112
H -0.86241 -2.72327 0.90693
H -1.54366 -3.59688 -0.39270
H -0.09878 -4.25003 0.29536
H 1.02295 -3.15098 -1.40632
H 0.68866 -1.62523 -0.53332
H -0.39142 -2.15803 -1.79694
*
```

Atom charges from the natural (NBO) analysis, given in e for atoms 1 to 4: -0.627 -0.218 -0.214 -0.207

***

*S* is the most stable structure; the next one sits 0.0077 hartree above it.

***

*P*
The following is a quantum chemistry calculation of a cluster of 2 separate species, C9H14 in total, from the OMol25 dataset.

Calculated values
Orbital gap   9.916 eV
HOMO energy   -8.923 eV

```
! wB97M-V def2-TZVPD RIJCOSX def2/J DEFGRID3
* xyz 0 1
C -0.59026 -2.01120 -2.08946
C 0.10251 -2.51144 -3.32412
H -1.44318 -2.54175 -1.67010
H 0.05848 -2.13060 -1.19081
H -0.74676 -0.93460 -2.00174
H 1.12876 -2.15239 -3.39690
H -0.35258 -2.05091 -4.20767
H 0.00294 -3.59281 -3.40477
C 1.79571 2.14352 2.42645
C -0.72611 -0.44765 1.37257
C 0.31077 0.15760 2.05417
C -1.43051 0.29314 0.45403
C 0.58944 1.52391 1.79845
C -1.24537 1.64029 0.21682
C -0.19128 2.25858 0.88272
H -0.86987 -1.51885 1.44413
H 0.94337 -0.29952 2.79885
H -2.11601 -0.23987 -0.20212
H -1.83483 2.19453 -0.48826
H 2.06968 3.12197 2.02060
H 2.68738 1.54341 2.29149
H 0.16870 3.26627 0.71086
H 1.68902 2.28840 3.50482
*
```

Atom charges from the natural (NBO) analysis, given in e for atoms 1 to 4: -0.628 -0.614 0.209 0.202

***

*Q*
The following is a quantum chemistry calculation of a cluster of 2 separate species, C9H14 in total, from the OMol25 dataset.

Calculated values
Orbital gap   9.849 eV
HOMO energy   -8.851 eV

```
! wB97M-V def2-TZVPD RIJCOSX def2/J DEFGRID3
* xyz 0 1
C -1.13656 -0.32237 -3.72450
C -2.24040 -1.15482 -3.05308
H -1.37464 -0.20562 -4.77345
H -1.23409 0.72029 -3.26572
H -0.14136 -0.73794 -3.54935
H -1.89854 -1.91639 -2.24268
H -2.80430 -1.62237 -3.85774
H -2.88994 -0.47275 -2.49176
C 0.44882 0.09679 3.99881
C 1.36592 0.48896 -0.33064
C 2.40100 0.58557 0.69785
C 0.10354 0.51414 0.10353
C 2.03297 0.54613 2.05938
C -0.24618 0.44271 1.56210
C 0.73087 0.42552 2.58478
H 1.64232 0.45109 -1.29715
H 3.37623 0.72438 0.31071
H -0.72387 0.43918 -0.63546
H 2.82789 0.65703 2.79132
H -1.29212 0.39206 1.99710
H 0.97800 0.57067 4.80183
H 0.60876 -1.00111 4.12422
H -0.53430 0.37884 4.18994
*
```

Atom charges from the natural (NBO) analysis, given in e for atoms 1 to 4: -0.617 -0.618 0.208 0.200

***

*R*
The following is a quantum chemistry calculation of a cluster of 2 separate species, C9H14 in total, from the OMol25 dataset.

Calculated values
Orbital gap   9.859 eV
HOMO energy   -8.929 eV

```
! wB97M-V def2-TZVPD RIJCOSX def2/J DEFGRID3
* xyz 0 1
C -0.83297 1.06730 -3.26650
C -1.98567 2.11286 -3.00446
H 0.09397 1.69793 -3.11757
H -0.84199 0.15680 -2.52369
H -0.84266 0.72302 -4.24991
H -2.18732 2.33730 -1.94925
H -1.62498 3.13833 -3.37837
H -2.82176 1.82335 -3.55328
C -1.81699 -0.17728 1.42960
C 1.46277 -1.90611 1.20541
C 0.08826 -1.76707 1.06645
C 2.34706 -0.87384 1.13035
C -0.36840 -0.47801 1.21109
C 1.87471 0.46001 0.82819
C 0.48356 0.61262 0.99727
H 1.77112 -3.02283 1.32909
H -0.49214 -2.70034 1.03203
H 3.41885 -0.98609 1.34576
H 2.46090 1.23125 0.45448
H -2.31824 0.73747 0.84997
H -1.88195 0.03587 2.45792
H 0.07656 1.57543 0.70294
H -2.32445 -1.05038 1.01555
*
```

Atom charges from the natural (NBO) analysis, given in e for atoms 1 to 4: -0.606 -0.605 0.202 0.207

***

*P* is the most stable structure; the next one sits 0.0330 hartree above it.

***

*P*
The following is a quantum chemistry calculation of the molecule C9H14, from the OMol25 dataset.

Calculated values
Orbital gap   9.354 eV
HOMO energy   -8.410 eV

```
! wB97M-V def2-TZVPD RIJCOSX def2/J DEFGRID3
* xyz 0 1
C -1.22274 0.69236 -0.35911
C -1.78948 -0.56333 -1.04910
C 0.00233 1.43505 -0.38823
C 2.04149 0.08348 -0.97523
C -2.27118 0.12927 0.18254
C 1.11396 0.39827 -0.05330
C 3.11642 -0.92989 -0.96035
C -3.20646 0.12622 1.34572
C 1.01412 -0.14927 1.36852
H -2.47320 -0.34653 -1.90665
H -1.56851 -1.65860 -0.98148
H 0.13316 1.98859 -1.32089
H 0.00274 2.23429 0.35288
H 1.97665 0.68414 -1.89273
H 3.99585 -0.53918 -1.44863
H 2.77629 -1.85076 -1.58612
H 3.41117 -1.31987 -0.04619
H -4.14052 0.45655 0.95002
H -2.83832 0.88244 1.93552
H -3.29417 -0.90588 1.64995
H 0.45343 -0.98929 1.43363
H 0.68115 0.64784 2.00391
H 2.08583 -0.50589 1.74532
*
```

Atom charges from the natural (NBO) analysis, given in e for atoms 1 to 4: 0.008 -0.458 -0.470 -0.191

***

*Q*
The following is a quantum chemistry calculation of a cluster of 2 separate species, C9H14 in total, from the OMol25 dataset.

Calculated values
Orbital gap   10.053 eV
HOMO energy   -9.025 eV

```
! wB97M-V def2-TZVPD RIJCOSX def2/J DEFGRID3
* xyz 0 1
C -0.25599 -0.61018 -2.75272
C -1.71784 0.38229 1.11221
C -2.10600 1.15218 0.02349
C -1.19338 -0.89057 0.91124
C -1.61793 0.81461 -1.23039
C -0.77556 -1.24018 -0.35865
C -0.94843 -0.38216 -1.45439
H -1.90393 0.72424 2.12348
H -2.49898 2.13493 0.25291
H -0.92972 -1.49564 1.76447
H -1.89475 1.39173 -2.11078
H -0.47241 -2.25612 -0.59288
H -0.72435 -1.35542 -3.41084
H 0.76882 -0.94326 -2.68279
H -0.24107 0.27875 -3.38356
C 2.10847 -0.19323 2.01982
C 2.15848 0.83890 0.88981
H 2.43679 0.07278 3.01973
H 1.05538 -0.38297 2.28438
H 2.41093 -1.22336 1.81933
H 1.13902 1.00443 0.55435
H 2.60020 0.40077 -0.00854
H 2.60224 1.77746 1.21031
*
```

Atom charges from the natural (NBO) analysis, given in e for atoms 1 to 4: -0.639 -0.216 -0.212 -0.214

***

*R*
The following is a quantum chemistry calculation of a cluster of 2 separate species, C9H14 in total, from the OMol25 dataset.

Calculated values
Orbital gap   10.098 eV
HOMO energy   -9.060 eV

```
! wB97M-V def2-TZVPD RIJCOSX def2/J DEFGRID3
* xyz 0 1
C -1.92815 -1.00496 -2.32325
C -3.02738 -0.55507 -3.28259
H -2.23513 -0.87141 -1.28659
H -1.70820 -2.06305 -2.46901
H -0.99555 -0.45928 -2.47149
H -2.72072 -0.77664 -4.30309
H -3.16357 0.52516 -3.25434
H -3.96396 -1.05510 -3.06764
C 3.18250 -0.74865 1.18692
C -0.43500 0.41193 0.93853
C 0.73132 -0.31815 0.74713
C -0.42548 1.52074 1.77431
C 1.91628 0.02976 1.39414
C 0.73412 1.88154 2.43053
C 1.89322 1.13090 2.24105
H -1.34492 0.10695 0.44277
H 0.66823 -1.16976 0.08085
H -1.30690 2.11152 1.95764
H 0.74737 2.74661 3.08016
H 3.03408 -1.80882 1.40447
H 3.96349 -0.39934 1.86377
H 2.80368 1.44157 2.74174
H 3.58067 -0.67644 0.17400
*
```

Atom charges from the natural (NBO) analysis, given in e for atoms 1 to 4: -0.602 -0.603 0.194 0.201

***

*R* is the most stable structure; the next one sits 0.0248 hartree above it.

***

*P*
The following is a quantum chemistry calculation of a cluster of 2 separate species, C9H14 in total, from the OMol25 dataset.

Calculated values
Orbital gap   9.995 eV
HOMO energy   -9.025 eV

```
! wB97M-V def2-TZVPD RIJCOSX def2/J DEFGRID3
* xyz 0 1
C -2.92556 2.31684 -2.19662
C -1.65696 3.09462 -2.70934
H -3.51295 2.92789 -1.50959
H -3.48620 2.22005 -3.12899
H -2.65672 1.36174 -1.74562
H -0.74946 2.51159 -2.54557
H -1.33849 4.01604 -2.20350
H -1.89570 3.37892 -3.71257
C 1.02288 -2.46728 3.23003
C 1.44114 -0.44802 -0.51189
C 2.12138 -0.02801 0.66027
C 0.63233 -1.56436 -0.47543
C 1.91411 -0.61591 1.86708
C 0.50002 -2.27006 0.74933
C 1.10817 -1.79035 1.88461
H 1.36988 0.26976 -1.31643
H 2.78766 0.83468 0.59999
H -0.05172 -1.95159 -1.21778
H 2.38204 -0.42240 2.82629
H 0.13082 -3.28535 0.87305
H 2.02354 -2.71837 3.57507
H 0.52275 -3.44007 3.14120
H 0.31706 -1.93035 3.86641
*
```

Atom charges from the natural (NBO) analysis, given in e for atoms 1 to 4: -0.613 -0.618 0.206 0.204

***

*Q*
The following is a quantum chemistry calculation of a cluster of 2 separate species, C9H14 in total, from the OMol25 dataset.

Calculated values
Orbital gap   10.047 eV
HOMO energy   -9.015 eV

```
! wB97M-V def2-TZVPD RIJCOSX def2/J DEFGRID3
* xyz 0 1
C -1.76877 1.63585 2.74439
C -1.40932 0.68228 3.87691
H -2.82723 1.64561 2.47664
H -1.56136 2.67269 3.02509
H -1.17977 1.41268 1.85960
H -1.95925 0.91768 4.78708
H -1.60329 -0.35642 3.59798
H -0.34680 0.75082 4.10342
C 2.66485 -1.56396 -1.41139
C 0.10571 1.16726 -0.83030
C -1.08699 0.49983 -1.04730
C 1.32125 0.50173 -0.88574
C 1.35626 -0.85042 -1.23986
C -1.06319 -0.83929 -1.41489
C 0.16807 -1.47311 -1.58650
H 0.06580 2.24266 -0.71518
H -2.03698 1.02533 -1.04477
H 2.22851 1.09001 -0.79420
H -1.96037 -1.43959 -1.46100
H 2.62413 -2.60243 -1.07655
H 3.55398 -1.05580 -1.03356
H 0.18537 -2.44406 -2.07033
H 2.86624 -1.65655 -2.48604
*
```

Atom charges from the natural (NBO) analysis, given in e for atoms 1 to 4: -0.608 -0.603 0.200 0.198

***

*R*
The following is a quantum chemistry calculation of a cluster of 2 separate species, C9H14 in total, from the OMol25 dataset.

Calculated values
Orbital gap   10.115 eV
HOMO energy   -9.114 eV

```
! wB97M-V def2-TZVPD RIJCOSX def2/J DEFGRID3
* xyz 0 1
C 0.30800 0.48545 -3.31240
C -1.04462 -0.23347 -3.17803
H 0.97115 -0.03642 -3.99378
H 0.22647 1.43845 -3.75046
H 0.93917 0.73755 -2.41976
H -1.25009 -0.79496 -2.24642
H -1.24219 -0.99582 -3.78866
H -1.78656 0.55378 -3.37194
C -1.56702 -1.20794 2.46380
C 0.45148 1.60387 0.69690
C -0.59010 0.86180 1.35420
C 1.54639 0.89728 0.25223
C -0.61076 -0.48279 1.51525
C 1.59253 -0.50858 0.50597
C 0.53303 -1.22148 1.05459
H 0.32970 2.72902 0.65156
H -1.53435 1.45632 1.70939
H 2.32227 1.42732 -0.30700
H 2.29475 -1.11089 -0.06497
H -0.94991 -1.64304 3.32985
H -2.14700 -1.88041 1.91651
H 0.41787 -2.35717 1.11363
H -2.30482 -0.68856 3.10686
*
```

Atom charges from the natural (NBO) analysis, given in e for atoms 1 to 4: -0.621 -0.615 0.201 0.202

***

*S*
The following is a quantum chemistry calculation of a cluster of 2 separate species, C9H14 in total, from the OMol25 dataset.

Calculated values
Orbital gap   10.007 eV
HOMO energy   -8.990 eV

```
! wB97M-V def2-TZVPD RIJCOSX def2/J DEFGRID3
* xyz 0 1
C 1.43919 -3.31996 2.53318
C 1.64616 -2.07902 3.34545
H 0.64066 -3.78113 2.98474
H 1.32237 -3.13178 1.49002
H 2.23546 -4.01978 2.64234
H 0.85870 -1.43449 3.37988
H 2.05516 -2.43989 4.19714
H 2.47621 -1.37038 2.89570
C -2.50774 2.32938 -1.67920
C -0.00345 1.85376 -1.63513
C -1.24215 1.37834 -1.30191
C 1.20536 1.24954 -1.09224
C -1.44405 0.17895 -0.57752
C 0.91367 0.07414 -0.52945
C -0.31449 -0.59368 -0.42163
H 0.09095 2.64977 -2.36768
H 2.14524 1.65145 -1.13937
H -3.42826 1.74991 -1.78469
H -2.34059 3.08203 -2.50316
H -2.45839 -0.29889 -0.60673
H 1.56692 -0.49368 -0.08454
H -0.42980 -1.55917 -0.07875
H -2.88970 2.96743 -0.87413
*
```

Atom charges from the natural (NBO) analysis, given in e for atoms 1 to 4: -0.597 -0.584 0.200 0.196

***

*Q* is the most stable structure; the next one sits 0.0308 hartree above it.